Arrangement i

Below is an isolated molecule of CH5N3, with properties calculated with ωB97M-V/def2-TZVPD.

Calculated values
molecular weight = 59.07 g mol⁻¹
Kohn-Sham gap = 9.6 eV
net charge = 0

Each line ends with the natural charge from an NBO analysis.
Geometry (Å):
N (-0.621, 0.076, 1.357)  -0.81
C (-0.179, -0.083, 0.164)  0.59
N (-1.013, -0.250, -0.882)  -0.80
N (1.160, 0.186, -0.301)  -0.91
H (0.013, -0.383, 2.010)  0.35
H (-1.966, -0.277, -0.555)  0.41
H (-0.642, -0.135, -1.805)  0.41
H (1.880, -0.306, 0.212)  0.37
H (1.368, 1.171, -0.201)  0.38

Arrangement ii

Below is an isolated molecule of CH5N3, with properties calculated with ωB97M-V/def2-TZVPD.

Calculated values
molecular weight = 59.07 g mol⁻¹
Kohn-Sham gap (spin up / spin down) = 9.7 / 8.4 eV
net charge = 0

Each line ends with the natural charge from an NBO analysis.
Geometry (Å):
C (1.378, -0.161, -0.053)  -0.49
N (0.234, 0.619, -0.156)  -0.22
N (-1.025, -0.387, 0.182)  -0.09
N (-2.193, 0.150, -0.007)  -0.58
H (1.580, -0.226, 0.994)  0.21
H (2.098, 0.527, -0.358)  0.22
H (1.346, -1.102, -0.403)  0.20
H (-2.212, 1.201, -0.175)  0.37
H (-2.946, -0.407, -0.551)  0.39

arrangement i comes first in stability; the runner-up is 102.5 kcal/mol higher.

Arrangement i

Below is a cluster of 5 separate species, C3H16NO4 in total, with properties calculated with ωB97M-V/def2-TZVPD.

Calculated values
molecular weight = 130.16 g mol⁻¹
Kohn-Sham gap = 10.4 eV
net charge = +1

Each line ends with the natural charge from an NBO analysis.
Geometry (Å):
C (-0.805, 0.048, 1.863)  -0.65
C (-0.914, 0.693, 0.518)  -0.23
C (1.495, 0.655, 0.430)  0.13
N (0.430, 1.382, 0.373)  -0.42
H (0.132, -0.076, 2.357)  0.22
H (-1.494, 0.628, 2.491)  0.23
H (-1.324, -0.871, 1.812)  0.25
H (-1.157, 0.191, -0.344)  0.24
H (-1.612, 1.495, 0.604)  0.24
H (2.434, 1.123, 0.476)  0.21
H (1.439, -0.424, 0.473)  0.26
H (0.271, 2.408, 0.144)  0.48
H (-1.609, 4.104, -0.567)  0.49
H (-1.165, 3.157, -1.431)  0.48
O (-1.285, 3.248, -0.508)  -0.94
H (3.654, -1.812, 0.761)  0.47
H (3.859, -1.471, -0.697)  0.49
O (3.241, -1.590, -0.004)  -0.95
H (-3.715, -1.831, 0.507)  0.48
H (-3.449, -2.155, -1.006)  0.49
O (-3.078, -1.780, -0.208)  -0.96
H (1.491, -2.879, -1.661)  0.48
H (1.049, -2.072, -2.860)  0.48
O (1.062, -2.074, -1.847)  -0.95

Arrangement ii

Below is a cluster of 4 separate species, C3H16NO4 in total, with properties calculated with ωB97M-V/def2-TZVPD.

Calculated values
molecular weight = 130.16 g mol⁻¹
Kohn-Sham gap = 10.8 eV
net charge = +1

Each line ends with the natural charge from an NBO analysis.
Geometry (Å):
C (-0.597, 1.306, -0.325)  -0.21
C (-0.418, 0.128, -1.282)  -0.48
C (-1.366, -1.089, -1.123)  -0.06
O (-1.757, -1.356, -2.455)  -0.73
N (0.673, 2.204, -0.329)  -0.71
H (-0.883, 1.098, 0.696)  0.24
H (-1.335, 1.966, -0.768)  0.22
H (-0.773, 0.467, -2.267)  0.25
H (0.643, -0.134, -1.357)  0.23
H (-0.823, -1.922, -0.633)  0.18
H (-2.292, -0.901, -0.573)  0.18
H (-1.740, -2.280, -2.715)  0.49
H (1.441, 1.911, 0.311)  0.47
H (0.463, 3.205, -0.260)  0.44
H (1.138, 1.912, -1.199)  0.45
H (0.701, -0.819, 2.232)  0.51
H (2.125, -1.099, 2.816)  0.49
O (1.642, -0.882, 2.017)  -1.00
H (3.404, 0.551, 0.045)  0.50
H (2.214, -0.434, 0.272)  0.53
O (2.480, 0.393, -0.179)  -1.01
H (-1.600, -0.581, 3.540)  0.49
H (-1.774, -1.370, 2.330)  0.48
O (-1.261, -0.601, 2.622)  -0.96

arrangement ii comes first in stability; the runner-up is 32.3 kcal/mol higher.

Arrangement i

Below is a structure of composition C2H2S2, with properties calculated with ωB97M-V/def2-TZVPD.

Calculated values
molecular weight = 90.17 g mol⁻¹
Kohn-Sham gap (spin up / spin down) = 6.9 / 6.9 eV
net charge = 0

Each line ends with the natural charge from an NBO analysis.
Geometry (Å):
C (0.125, -0.456, 0.713)  0.00
C (-0.198, 0.043, -0.576)  -0.66
S (0.786, -0.828, 2.051)  0.38
S (-0.034, 1.838, 0.034)  -0.26
H (0.595, -0.341, -1.336)  0.27
H (-1.275, -0.256, -0.887)  0.27

Arrangement ii

Below is an isolated molecule of C2H2S2, with properties calculated with ωB97M-V/def2-TZVPD.

Calculated values
molecular weight = 90.17 g mol⁻¹
Kohn-Sham gap = 8.4 eV
net charge = 0

Each line ends with the natural charge from an NBO analysis.
Geometry (Å):
S (-0.178, -1.533, 1.536)  0.15
C (0.434, -0.642, 0.262)  -0.31
C (-0.192, 0.610, -0.430)  -0.32
S (-0.722, 1.315, -1.830)  0.22
H (0.966, -2.319, 1.860)  0.13
H (-0.308, 2.569, -1.399)  0.13

arrangement i comes first in stability; the runner-up is 45.7 kcal/mol higher.